Entry 1:
# C4H10OS

2 unconnected molecules or ions with the total composition C4H10OS at a distorted geometry (ωB97M-V/def2-TZVPD, the OMol25 dataset).

Calculated values
**DFT total energy**: -17191.284 eV
**Relative energy (zero: lowest compared OMol25 entry of this formula, charge and spin)**: 0.91 kcal per mole

```
! wB97M-V def2-TZVPD RIJCOSX def2/J DEFGRID3
* xyz -1 2
C -1.6065 -1.5318 -0.1289
C -1.3370 -0.0594 -0.2869
S -2.7904 1.0025 -0.0992
H -2.0830 -1.7764 0.8209
H -2.1644 -1.9812 -0.9451
H -0.6436 -2.0751 -0.1120
H -0.8947 0.2307 -1.2453
H -0.5371 0.2196 0.4109
H -3.4795 0.2489 0.7740
O 1.0070 1.8809 -0.9578
C 1.8324 0.9293 -0.6588
C 2.5077 0.7640 0.6932
H 2.0442 0.1263 -1.3799
H 2.1720 1.4641 1.4568
H 2.3738 -0.2714 1.0451
H 3.5991 0.8292 0.6131
*
```

Entry 2:
# C4H10OS

2 unconnected molecules or ions with the total composition C4H10OS at a distorted geometry (ωB97M-V/def2-TZVPD, the OMol25 dataset).

Calculated values
**DFT total energy**: -17190.040 eV
**Relative energy (zero: lowest compared OMol25 entry of this formula, charge and spin)**: 29.60 kcal per mole

```
! wB97M-V def2-TZVPD RIJCOSX def2/J DEFGRID3
* xyz -1 2
C 2.6455 1.4717 1.2376
C 1.5085 0.4747 1.4258
S 0.0018 1.0327 0.5372
H 2.0933 2.4019 1.3288
H 3.4777 1.5313 1.9451
H 3.2051 1.3158 0.3168
H 1.1800 0.3082 2.4652
H 1.8282 -0.5132 1.0681
H -0.8870 0.3359 1.3750
C -2.3118 -1.9817 -1.0318
C -2.0224 -1.2218 -2.0774
O -2.6188 0.0658 -2.1149
H -1.9453 -3.0159 -0.9813
H -3.0617 -1.5111 -0.4113
H -1.2359 -1.3444 -2.8473
H -1.8573 0.6502 -2.2356
*
```

Entry 3:
# C4H10OS

2 unconnected molecules or ions with the total composition C4H10OS at a distorted geometry (ωB97M-V/def2-TZVPD, the OMol25 dataset).

Calculated values
**DFT total energy**: -17189.710 eV
**Relative energy (zero: lowest compared OMol25 entry of this formula, charge and spin)**: 71.84 kcal per mole

```
! wB97M-V def2-TZVPD RIJCOSX def2/J DEFGRID3
* xyz 0 1
C -1.9841 -0.1462 0.4759
O -2.9419 -0.4485 -0.5685
C -0.6363 -0.3287 -0.3042
C 0.6248 0.1229 0.4567
C 1.7828 0.2704 -0.4782
S 3.1788 1.2992 0.1609
H -2.0698 -0.7697 1.3601
H -2.0950 0.9379 0.7456
H -3.7434 0.0375 -0.3064
H -0.6175 -1.3722 -0.6344
H -0.6013 0.2601 -1.1987
H 0.6386 1.0967 0.9805
H 0.7573 -0.5723 1.3620
H 1.5480 0.7854 -1.4357
H 2.0824 -0.7290 -0.8244
H 4.0766 -0.4435 0.2088
*
```

Entry 4:
# C4H10OS

2 unconnected molecules or ions with the total composition C4H10OS at a distorted geometry (ωB97M-V/def2-TZVPD, the OMol25 dataset).

Calculated values
**DFT total energy**: -17191.648 eV
**SMILES**: CC=O.CSC
**Relative energy (zero: lowest compared OMol25 entry of this formula, charge and spin)**: 27.14 kcal per mole

```
! wB97M-V def2-TZVPD RIJCOSX def2/J DEFGRID3
* xyz 0 1
C -3.6308 1.9256 1.7594
S -3.1868 0.3496 2.6477
C -2.9306 -0.7058 1.2423
H -3.3982 1.8266 0.6918
H -3.1567 2.8577 2.1100
H -4.6603 2.2168 1.8383
H -2.9246 -0.1824 0.2870
H -2.0786 -1.4057 1.1420
H -3.7872 -1.3695 1.1423
O 5.1552 0.5506 -2.6450
C 4.9656 -0.5891 -2.3136
C 3.7190 -0.9726 -1.5191
H 5.6890 -1.4131 -2.4334
H 3.9362 -1.6730 -0.7046
H 2.9488 -1.3443 -2.1928
H 3.3401 -0.0714 -1.0524
*
```

Entry 5:
# C4H10OS

2 unconnected molecules or ions with the total composition C4H10OS at a distorted geometry (ωB97M-V/def2-TZVPD, the OMol25 dataset).

Calculated values
**DFT total energy**: -17182.442 eV
**Relative energy (zero: lowest compared OMol25 entry of this formula, charge and spin)**: 29.54 kcal per mole

```
! wB97M-V def2-TZVPD RIJCOSX def2/J DEFGRID3
* xyz 1 2
C 1.3644 -1.1297 0.4980
S 1.7967 -2.3604 -0.8445
C 0.4196 -3.4312 -0.8396
H 0.2916 -1.1647 0.6526
H 1.8942 -0.1297 0.1838
H 2.0296 -1.1965 1.3496
H 0.3660 -4.0235 -1.8472
H 0.2986 -3.9580 0.1294
H -0.5880 -2.7716 -0.8948
O 0.2912 2.5438 -0.9251
C -0.3612 3.1922 -0.0795
C -1.6937 2.7562 0.3910
H 0.0604 3.9157 0.5696
H -2.4354 3.4904 0.4029
H -1.6863 2.2625 1.4425
H -2.0480 2.0044 -0.1886
*
```

Entry 6:
# C4H10S2

A gas-phase ion, C4H10S2 (charge -1) at a distorted geometry (ωB97M-V/def2-TZVPD, the OMol25 dataset).

Calculated values
**DFT total energy**: -25979.807 eV
**Relative energy (zero: lowest compared OMol25 entry of this formula, charge and spin)**: 14.59 kcal per mole

```
! wB97M-V def2-TZVPD RIJCOSX def2/J DEFGRID3
* xyz -1 2
C -1.5842 -2.6243 1.1768
C -0.7541 -1.8107 0.1857
S -0.9152 -0.0343 0.5142
S 1.0837 0.8068 1.0658
C 1.7228 1.9648 -0.2061
C 0.7105 2.4120 -1.2616
H -1.7064 -3.6759 0.8559
H -2.6531 -2.4113 1.1770
H -1.1271 -2.5021 2.1585
H -1.1163 -2.0992 -0.8110
H 0.2993 -2.1027 0.1620
H 2.0536 2.7834 0.4261
H 2.5757 1.5888 -0.7731
H 1.1163 2.8410 -2.1856
H 0.1795 3.3060 -0.9127
H 0.1149 1.5577 -1.5721
*
```

Entry 7:
# C4H10S2

2 unconnected molecules or ions with the total composition C4H10S2 at a distorted geometry (ωB97M-V/def2-TZVPD, the OMol25 dataset).

Calculated values
**DFT total energy**: -25975.880 eV
**Relative energy (zero: lowest compared OMol25 entry of this formula, charge and spin)**: 117.71 kcal per mole

```
! wB97M-V def2-TZVPD RIJCOSX def2/J DEFGRID3
* xyz 0 1
C -0.2427 1.2241 0.0452
C -0.5307 2.4972 -0.7506
C 1.0219 0.4382 -0.3488
S 1.3441 0.3236 -2.0552
S -0.9229 -1.0700 1.5922
C -0.8335 -2.8354 1.8299
H -1.0589 0.5735 -0.2758
H -0.4217 1.3814 1.1054
H -1.5544 2.8600 -0.6350
H -0.4410 2.2358 -1.8137
H 0.1684 3.3307 -0.6235
H 0.9818 -0.6006 0.0971
H 1.8838 0.9037 0.1559
H -1.1861 -3.4626 1.0074
H -1.4245 -3.1399 2.7049
H 0.1760 -3.1862 2.0777
*
```

Entry 8:
# C4H10S2

A molecular structure, C4H10S2 at a distorted geometry (ωB97M-V/def2-TZVPD, the OMol25 dataset).

Calculated values
**DFT total energy**: -25975.956 eV
**Relative energy (zero: lowest compared OMol25 entry of this formula, charge and spin)**: 115.95 kcal per mole

```
! wB97M-V def2-TZVPD RIJCOSX def2/J DEFGRID3
* xyz 0 1
C 2.3549 2.0947 0.8143
C 2.4000 0.7219 1.3220
S -1.1805 1.3172 0.3730
S -0.8399 -0.7292 0.2805
C -0.7202 -1.0669 -1.4954
C -0.1425 -2.4683 -1.6875
H 1.3644 1.2913 0.9356
H 2.5136 2.8347 1.5960
H 2.6577 2.1761 -0.2173
H 2.7431 -0.0138 0.6089
H 2.4422 0.5605 2.3873
H -0.0176 -0.2509 -1.7666
H -1.6993 -0.9458 -1.9887
H 0.6951 -2.6202 -1.0005
H -0.8848 -3.1149 -1.1974
H 0.0561 -2.8034 -2.7015
*
```

Entry 9:
# C4H10Si

2 unconnected molecules or ions with the total composition C4H10Si at a distorted geometry (ωB97M-V/def2-TZVPD, the OMol25 dataset).

Calculated values
**DFT total energy**: -12180.951 eV
**Relative energy (zero: lowest compared OMol25 entry of this formula, charge and spin)**: 26.62 kcal per mole

```
! wB97M-V def2-TZVPD RIJCOSX def2/J DEFGRID3
* xyz 0 3
C 0.3641 0.4155 0.4555
C -0.7069 -0.3715 -0.2507
C 0.8649 0.1872 1.8286
C -0.3365 -1.3209 -1.3640
Si -0.7866 1.5173 -0.4976
H 1.9336 0.3920 -0.7110
H -1.3907 -0.8476 0.4525
H 1.6694 0.8748 2.0784
H 1.2224 -0.8370 1.9501
H 0.0476 0.3487 2.5355
H 0.1375 -2.2156 -0.9556
H 0.3714 -0.8416 -2.0361
H -1.2163 -1.6243 -1.9308
H -1.8197 2.2585 0.2101
H -0.3543 2.0647 -1.7651
*
```

Entry 10:
# C4H11AlBN

A molecular structure, C4H11AlBN at a distorted geometry (ωB97M-V/def2-TZVPD, the OMol25 dataset).

Calculated values
**DFT total energy**: -13062.482 eV
**Relative energy (zero: lowest compared OMol25 entry of this formula, charge and spin)**: 68.76 kcal per mole

```
! wB97M-V def2-TZVPD RIJCOSX def2/J DEFGRID3
* xyz 2 1
Al -2.1561 -2.9582 -1.5496
B 0.7995 -3.3695 -1.7761
H 1.9913 -3.1621 -1.5204
H 0.5654 -4.3857 -2.3149
H 0.2902 -3.2377 -0.6370
H 0.3659 -2.4679 -2.4001
C -0.6969 2.7988 0.3305
C 0.3653 2.1811 1.2238
C 0.2021 0.6840 1.4397
C -0.3458 -0.0441 0.3262
N -0.8275 -0.6164 -0.5579
H -0.7727 2.3368 -0.6537
H -0.5848 3.8753 0.2235
H -1.6866 2.6795 0.8067
H 0.4456 2.6561 2.2010
H 1.3213 2.3428 0.6876
H -0.3975 0.4804 2.3482
H 1.1211 0.2067 1.8224
*
```